1.
C4H9N3O | the ωB97M-V functional and the def2-TZVPD basis

Results
- Relative energy (zero: lowest compared OMol25 entry of this formula, charge and spin): 5.723 eV
- LUMO energy: 0.77 eV
- Highest occupied orbital energy: -7.75 eV
- Gap between HOMO and LUMO: 0.313 hartree
- SMILES: C=C(/N=C/NN)OC
- Strongest force on any atom: 4.973 eV/A

Last column: natural (NBO) charge in e.
Positions of all 17 atoms, in Å:
C1 1.61468 -0.41610 2.00441  -0.602
C2 1.31678 -0.60740 0.60481  0.471
N1 0.10438 -0.86643 -0.03699  -0.568
C3 -1.02875 -0.26634 0.24220  0.321
N2 -2.16613 -0.06384 -0.55065  -0.491
N3 -3.20643 0.93098 -0.10743  -0.667
O1 2.38894 -0.44178 -0.32222  -0.522
C4 2.02303 -0.07897 -1.64925  -0.266
H1 0.92641 -0.37961 3.02978  0.217
H2 2.66886 -0.63337 2.34946  0.219
H3 -1.11636 0.49430 1.10085  0.159
H4 -2.60798 -0.52550 -1.52366  0.434
H5 -2.78788 1.83971 -0.07509  0.363
H6 -3.69058 0.60922 0.77680  0.367
H7 1.64137 1.03139 -1.60322  0.150
H8 1.03509 -0.58920 -1.99738  0.213
H9 2.88457 -0.03707 -2.24242  0.199

***

2.
C4H9N3O | the ωB97M-V functional and the def2-TZVPD basis

Results
- Relative energy (zero: lowest compared OMol25 entry of this formula, charge and spin): 4.427 eV
- LUMO energy: 0.92 eV
- Highest occupied orbital energy: -8.84 eV
- Gap between HOMO and LUMO: 0.359 hartree
- SMILES: C1CNN=N1.C=CO
- Strongest force on any atom: 3.321 eV/A

Last column: natural (NBO) charge in e.
Positions of all 17 atoms, in Å:
C1 -2.16822 -0.89121 0.50772  -0.290
C2 -1.56540 -0.04997 -0.69850  -0.285
N1 -0.40046 0.53310 0.01657  -0.447
N2 -0.35726 0.13804 1.24537  -0.001
N3 -1.25655 -0.65825 1.62809  -0.254
H1 -2.18466 -1.90602 0.22561  0.202
H2 -3.30284 -0.55889 0.66876  0.200
H3 -1.28661 -0.85766 -1.49391  0.210
H4 -2.23076 0.75746 -0.93960  0.210
H5 0.47248 0.99306 -0.38607  0.430
C3 2.39104 1.43955 -0.07137  -0.614
C4 2.58314 0.21869 -0.49348  0.188
O1 2.04357 -0.90750 -0.02522  -0.659
H6 2.16886 1.82084 0.92323  0.225
H7 2.71071 2.16386 -0.70844  0.209
H8 3.12505 0.14783 -1.41595  0.179
H9 1.69531 -0.57518 0.89160  0.498

***

3.
C4H9N3O | the ωB97M-V functional and the def2-TZVPD basis

Results
- Relative energy (zero: lowest compared OMol25 entry of this formula, charge and spin): 7.538 eV
- LUMO energy (alpha / beta): 0.02 / 0.02 eV
- Highest occupied orbital energy (alpha / beta): -7.99 / -7.99 eV
- Gap between HOMO and LUMO (alpha / beta): 0.295 / 0.295 hartree
- SMILES: [H]/N=C/C(C)=C(\N)NO
- Strongest force on any atom: 8.734 eV/A

Last column: natural (NBO) charge in e.
Positions of all 17 atoms, in Å:
H1 2.99388 -0.71518 1.06136  0.354
N1 2.13021 -0.21021 0.88720  -0.661
C1 1.30247 -0.84151 0.12383  0.108
C2 -0.10196 -0.45706 -0.18188  -0.043
C3 -1.01569 -1.53913 -0.66860  -0.625
C4 0.15261 0.82412 -0.58193  0.293
N2 0.92745 1.83851 -0.20492  -0.858
N3 -1.40175 1.05712 -0.07731  -0.415
O1 -1.75973 1.02018 1.30169  -0.573
H2 1.50184 -1.88244 -0.15439  0.130
H3 -1.67906 -1.19204 -1.46277  0.248
H4 -1.64277 -1.87987 0.15725  0.213
H5 -0.44040 -2.38346 -1.04207  0.215
H6 1.59272 1.62635 0.55169  0.432
H7 1.15338 2.65905 -0.73891  0.395
H8 -1.67625 1.98280 -0.39417  0.332
H9 -2.03692 0.09276 1.42395  0.454

***

4.
C4H9N3O | the ωB97M-V functional and the def2-TZVPD basis

Results
- Relative energy (zero: lowest compared OMol25 entry of this formula, charge and spin): 2.083 eV
- LUMO energy: 0.77 eV
- Highest occupied orbital energy: -7.08 eV
- Gap between HOMO and LUMO: 0.289 hartree
- SMILES: C/C=C(/O)N=C(N)N
- Strongest force on any atom: 2.926 eV/A

Last column: natural (NBO) charge in e.
Positions of all 17 atoms, in Å:
C1 -1.12137 1.09682 1.10168  -0.622
C2 -1.04284 0.72020 -0.35497  -0.490
C3 0.10688 0.82759 -1.12925  0.496
O1 0.13138 1.32734 -2.39659  -0.673
N1 1.23039 0.22913 -0.72116  -0.619
C4 0.90151 -0.82316 0.04289  0.672
N2 1.60551 -1.01798 1.20561  -0.799
N3 0.35521 -1.98910 -0.48597  -0.805
H1 -0.12757 1.26220 1.51579  0.208
H2 -1.60824 0.30262 1.67711  0.192
H3 -1.70676 2.00811 1.25076  0.202
H4 -1.99157 0.83191 -0.87898  0.182
H5 -0.64253 1.88973 -2.51772  0.482
H6 2.28934 -0.30527 1.40543  0.406
H7 1.96101 -1.94694 1.37294  0.385
H8 -0.25343 -1.81146 -1.27094  0.403
H9 -0.08692 -2.60170 0.18337  0.380

***

5.
C4H9N3O | the ωB97M-V functional and the def2-TZVPD basis

Results
- Relative energy (zero: lowest compared OMol25 entry of this formula, charge and spin): 6.568 eV
- LUMO energy: 0.32 eV
- Highest occupied orbital energy: -8.03 eV
- Gap between HOMO and LUMO: 0.307 hartree
- Strongest force on any atom: 3.566 eV/A

Last column: natural (NBO) charge in e.
Positions of all 17 atoms, in Å:
C1 -0.33893 0.54937 0.74235  0.486
C2 -1.96927 -0.39827 -0.75577  -0.315
C3 -1.03748 -0.67476 0.22102  -0.394
N1 0.63535 1.24948 -0.03355  -0.163
N2 0.71084 1.02994 -1.40729  -0.664
C4 1.60866 -0.96231 0.47053  -0.370
O1 -0.97833 1.24319 1.71398  -0.673
N3 1.20049 0.27442 0.94295  -0.343
H1 -0.49504 2.06844 1.85622  0.498
H2 0.62593 0.05691 -1.70105  0.348
H3 1.58861 1.41277 -1.73837  0.366
H4 0.28721 -1.39893 0.02346  0.154
H5 -1.82443 0.39795 -1.46815  0.207
H6 -2.89440 -0.94861 -0.82046  0.198
H7 -1.33437 -1.34627 1.02234  0.252
H8 2.31850 -0.93671 -0.35487  0.195
H9 1.89666 -1.61661 1.28665  0.219

***

6.
C4H9N3O | the ωB97M-V functional and the def2-TZVPD basis

Results
- Relative energy (zero: lowest compared OMol25 entry of this formula, charge and spin): 6.535 eV
- LUMO energy: 0.60 eV
- Highest occupied orbital energy: -8.20 eV
- Gap between HOMO and LUMO: 0.323 hartree
- SMILES: O/N=C\NNC1CC1
- Strongest force on any atom: 5.571 eV/A

Last column: natural (NBO) charge in e.
Positions of all 17 atoms, in Å:
O1 -2.36420 1.47640 0.17967  -0.587
N1 -2.91512 0.34818 -0.42541  -0.172
C1 -2.12961 -0.71569 -0.34155  0.104
N2 -1.05964 -0.98917 0.51279  -0.478
N3 -0.33048 0.02453 0.93914  -0.430
C2 0.65873 0.33005 -0.20969  -0.100
C3 1.88769 -0.41480 -0.31985  -0.449
C4 1.99342 1.06417 -0.09646  -0.432
H1 -1.68259 1.00918 0.78877  0.462
H2 -2.55536 -1.43193 -1.26530  0.228
H3 -0.61097 -1.87428 0.31498  0.367
H4 0.31213 -0.33235 1.65299  0.363
H5 0.05123 0.56667 -1.02383  0.221
H6 2.10165 -1.00722 -1.37396  0.224
H7 2.16819 -1.12916 0.47962  0.216
H8 2.19370 1.18988 0.97951  0.214
H9 2.28120 1.88555 -0.79143  0.248

***

7.
C4H9N3O2 | the ωB97M-V functional and the def2-TZVPD basis

Results
- Relative energy (zero: lowest compared OMol25 entry of this formula, charge and spin): 6.936 eV
- LUMO energy (alpha / beta): 0.34 / 0.34 eV
- Highest occupied orbital energy (alpha / beta): -7.98 / -7.98 eV
- Gap between HOMO and LUMO (alpha / beta): 0.306 / 0.306 hartree
- Strongest force on any atom: 1.338 eV/A

Last column: natural (NBO) charge in e.
Positions of all 18 atoms, in Å:
C1 0.12477 -1.32686 1.19234  -0.685
N1 1.24855 1.70690 -0.42318  0.231
C2 -0.17444 -0.77976 -0.16597  0.466
C3 -1.44531 -0.08848 -0.45388  0.034
N2 2.00142 1.26002 0.62385  -0.634
N3 -2.69203 -0.65131 -0.65962  -0.814
C4 -0.87776 1.05181 -0.17392  -0.300
O1 1.61017 1.14616 -1.51591  -0.506
O2 0.70140 -1.04681 -1.10823  -0.705
H1 1.17015 -0.13226 -1.48142  0.481
H2 2.81381 0.71135 0.35996  0.379
H3 2.07968 1.93710 1.36927  0.387
H4 -2.68485 -1.48511 -1.23088  0.382
H5 -3.41543 0.00052 -0.93106  0.382
H6 -1.12745 2.07560 0.02219  0.219
H7 0.40287 -2.37984 1.11173  0.229
H8 -0.72246 -1.21693 1.86647  0.226
H9 0.98692 -0.78209 1.59828  0.229

***

8.
C4H9N3O2 | the ωB97M-V functional and the def2-TZVPD basis

Results
- Relative energy (zero: lowest compared OMol25 entry of this formula, charge and spin): 3.111 eV
- LUMO energy: 0.65 eV
- Highest occupied orbital energy: -7.83 eV
- Gap between HOMO and LUMO: 0.312 hartree
- Strongest force on any atom: 3.184 eV/A

Last column: natural (NBO) charge in e.
Positions of all 18 atoms, in Å:
C1 1.32456 -0.13269 -0.79641  0.904
N1 2.50156 -0.75782 -0.41164  -0.857
O1 1.47814 1.23204 -0.80329  -0.721
O2 0.68635 -0.64202 -1.81345  -0.755
H1 0.61720 1.61721 -1.03583  0.503
H2 3.23591 -0.13041 -0.12591  0.404
H3 2.72822 -1.57431 -0.95445  0.409
C2 -1.45285 0.44837 0.16151  0.385
N2 -1.47106 0.59191 -1.15860  -0.946
C3 0.09292 -1.10828 1.46860  0.009
C4 -2.22369 0.77592 1.19754  -0.633
N3 -0.00257 -0.24679 0.55789  -0.390
H4 -2.15556 1.26470 -1.48026  0.390
H5 -0.51214 -0.16909 -1.73061  0.488
H6 1.04184 -1.60266 1.64517  0.196
H7 -0.77667 -1.41590 2.04589  0.186
H8 -3.22111 1.14617 1.01591  0.216
H9 -1.89103 0.70364 2.21792  0.211

***

9.
C4H9N3O2 | the ωB97M-V functional and the def2-TZVPD basis

Results
- Relative energy (zero: lowest compared OMol25 entry of this formula, charge and spin): 3.617 eV
- LUMO energy: -0.49 eV
- Highest occupied orbital energy: -8.66 eV
- Gap between HOMO and LUMO: 0.300 hartree
- Strongest force on any atom: 2.307 eV/A

Last column: natural (NBO) charge in e.
Positions of all 18 atoms, in Å:
C1 -0.84093 0.88442 -0.16677  0.581
C2 0.62410 1.58778 1.65852  -0.417
N1 -0.04065 0.51563 0.91989  -0.555
C3 -0.60084 -1.35011 -0.57336  0.347
N2 -0.33177 -1.55540 -1.88195  -0.833
C4 0.80681 -0.46426 0.22210  0.282
O1 -0.32449 1.36782 -1.23733  -0.592
N3 -1.47601 -2.00168 0.07637  -0.717
O2 1.62518 0.01555 -0.67036  -0.773
H1 0.76009 0.92792 -1.25114  0.504
H2 -1.90799 1.01604 -0.00397  0.200
H3 -0.78960 -2.32414 -2.34541  0.397
H4 0.56966 -1.26806 -2.22951  0.409
H5 -1.58633 -1.64831 1.02335  0.348
H6 1.15097 -1.26933 0.87420  0.201
H7 1.17051 1.14410 2.48999  0.217
H8 -0.13266 2.26449 2.05628  0.206
H9 1.32395 2.15752 1.03911  0.195

***

10.
C4H9N3O2S | the ωB97M-V functional and the def2-TZVPD basis

Results
- Relative energy (zero: lowest compared OMol25 entry of this formula, charge and spin): 2.508 eV
- LUMO energy: 0.49 eV
- Highest occupied orbital energy: -8.88 eV
- Gap between HOMO and LUMO: 0.344 hartree
- Strongest force on any atom: 4.512 eV/A

Last column: natural (NBO) charge in e.
Positions of all 19 atoms, in Å:
C1 0.06906 -0.03333 -0.15739  0.619
C2 -1.47020 0.46212 -1.64935  0.043
C3 -0.08327 0.43199 2.27185  -0.403
C4 1.57866 -1.11937 1.37846  -0.398
N1 -1.19225 0.16380 -0.35920  -0.573
N2 0.81417 -0.20367 -1.27663  -0.844
N3 0.44640 -0.29774 1.11523  -0.421
O1 -0.25359 -1.05187 -3.41260  -0.944
O2 -1.89447 2.03776 -1.87953  -0.798
S1 -0.03036 0.19868 -2.73577  1.407
H1 -2.19687 -0.11515 -2.08615  0.192
H2 0.46754 1.40146 2.50538  0.200
H3 -1.09921 0.38940 2.13572  0.237
H4 0.02309 -0.19272 3.15946  0.200
H5 1.52990 -1.75235 2.21319  0.211
H6 1.78938 -1.70497 0.42397  0.208
H7 2.53546 -0.48115 1.58452  0.170
H8 1.82935 -0.29290 -1.33502  0.422
H9 -2.86279 2.15999 -1.89614  0.472

***

11.
C4H9N3O5S | the ωB97M-V functional and the def2-TZVPD basis

Results
- Relative energy (zero: lowest compared OMol25 entry of this formula, charge and spin): 4.007 eV
- LUMO energy (alpha / beta): -1.95 / -2.15 eV
- Highest occupied orbital energy (alpha / beta): -9.52 / -9.39 eV
- Gap between HOMO and LUMO (alpha / beta): 0.278 / 0.266 hartree
- Strongest force on any atom: 4.937 eV/A

Last column: natural (NBO) charge in e.
Positions of all 22 atoms, in Å:
C1 -0.97226 1.82346 -0.13712  -0.611
C2 -2.21156 -0.54664 -0.27239  -0.629
C3 3.28821 -1.28445 -1.52852  -0.852
C4 -1.38108 0.49175 0.55087  0.108
N1 0.65834 -0.83300 -0.91847  -0.647
N2 -0.12445 -0.09953 0.83328  0.324
N3 -2.21537 0.72638 1.77534  0.550
O1 0.63395 0.06649 1.71936  -0.082
O2 -2.74849 1.78994 1.74060  -0.352
O3 -2.29397 -0.16546 2.53780  -0.337
O4 2.49864 0.38649 0.36034  -0.973
O5 2.16478 -2.00884 0.69388  -0.968
S1 2.14177 -0.89971 -0.21931  2.177
H1 -0.07583 2.13229 0.16582  0.232
H2 -1.69149 2.65974 0.13663  0.269
H3 -0.91277 1.80124 -1.18160  0.243
H4 -2.52464 -1.38310 0.45784  0.251
H5 -1.47408 -0.91873 -1.07252  0.287
H6 -3.09074 0.09571 -0.69299  0.239
H7 3.61759 -2.25606 -1.23677  0.265
H8 2.69892 -1.16644 -2.35948  0.238
H9 4.01453 -0.41153 -1.35258  0.270

***

12.
C4H9N3S | the ωB97M-V functional and the def2-TZVPD basis

Results
- Relative energy (zero: lowest compared OMol25 entry of this formula, charge and spin): 8.930 eV
- LUMO energy: -0.80 eV
- Highest occupied orbital energy: -8.52 eV
- Gap between HOMO and LUMO: 0.284 hartree
- Strongest force on any atom: 6.520 eV/A

Last column: natural (NBO) charge in e.
Positions of all 17 atoms, in Å:
C1 -0.21952 -0.80423 0.08926  -0.138
C2 -0.60485 -0.53540 -1.26647  -0.447
C3 0.29110 0.65960 -1.52449  -0.205
C4 -0.09551 0.54192 0.80802  0.399
H1 -0.01708 -3.35483 0.81291  0.251
H2 -0.10476 -1.55012 2.07956  0.339
H3 0.79454 -1.31989 0.14503  0.215
H4 -0.19219 -1.42338 -1.90400  0.228
H5 -1.63736 -0.37056 -1.24524  0.229
H6 1.28647 0.39627 -1.92357  0.188
H7 0.02601 1.36781 -2.46427  0.216
H8 0.44292 3.48047 1.21097  0.169
H9 -0.75811 0.06137 2.34149  0.350
N1 -1.00594 -1.89336 1.01839  -0.703
N2 0.50191 1.22686 -0.24144  -0.576
N3 -0.14266 0.88990 2.03468  -0.665
S1 1.43503 2.62756 0.02919  0.149